C4H5NO | wB97M-V/def2-TZVPD

```
11
Properties=species:S:1:pos:R:3:mulliken_charge:R:1
C -1.1327 -0.7231 0.4788 0.244
C -0.0645 -0.3714 2.3975 -0.434
C 1.2029 0.5887 -1.2892 -0.541
C -0.1291 0.4583 -1.4041 0.056
N -0.9045 -0.6051 -0.9008 -0.239
O -2.0384 -0.1122 -0.2101 -0.177
H -0.7451 -1.0767 2.9965 0.191
H 0.8066 -0.9696 2.4230 0.202
H 1.6435 1.5364 -1.8098 0.178
H 1.9745 -0.0803 -0.8404 0.256
H -0.6132 1.3551 -1.8414 0.265
```

Properties
HOMO-LUMO gap (spin up / spin down) in eV: 8.3 / 8.3
Relative energy (zero: lowest compared OMol25 entry of this formula, charge and spin) in kJ/mol: 953.77
Spin multiplicity: 1
Highest occupied orbital energy (spin up / spin down) in eV: -9.01 / -9.02
Total charge: 0